{
  "formula": "C32H67FN8O",
  "method": "wB97M-V/def2-TZVPD",
  "symbols": ["F", "C", "C", "N", "C", "C", "N", "C", "C", "H", "H", "H", "H", "H", "H", "H", "H", "H", "H", "H", "C", "C", "N", "C", "C", "N", "C", "C", "H", "H", "H", "H", "H", "H", "H", "H", "H", "H", "H", "C", "C", "N", "C", "C", "N", "C", "C", "H", "H", "H", "H", "H", "H", "H", "H", "H", "H", "H", "C", "C", "C", "C", "N", "C", "C", "C", "C", "C", "H", "H", "H", "H", "H", "H", "H", "H", "H", "H", "H", "H", "H", "H", "H", "H", "H", "H", "H", "H", "C", "N", "C", "C", "C", "C", "O", "H", "H", "H", "H", "H", "H", "H", "H", "H", "H", "H", "H", "H", "H"],
  "coordinates": [[-14.962, 24.956, -23.605], [-14.252, 23.890, -30.306], [-13.327, 24.689, -29.371], [-13.820, 26.103, -29.148], [-14.529, 26.913, -30.071], [-14.607, 28.261, -29.571], [-13.909, 28.217, -28.361], [-13.440, 26.979, -28.119], [-13.870, 29.213, -27.367], [-14.180, 24.234, -31.338], [-15.282, 24.093, -30.012], [-14.041, 22.824, -30.218], [-12.300, 24.731, -29.734], [-13.306, 24.199, -28.397], [-14.919, 26.488, -30.984], [-15.033, 29.206, -29.875], [-12.972, 26.709, -27.185], [-14.540, 29.995, -27.725], [-12.869, 29.551, -27.098], [-14.406, 28.763, -26.531], [-10.997, 20.089, -17.036], [-9.797, 20.981, -17.195], [-9.999, 21.941, -18.267], [-10.907, 22.957, -18.249], [-10.791, 23.758, -19.412], [-9.790, 23.068, -20.146], [-9.272, 22.018, -19.433], [-9.469, 23.211, -21.533], [-10.927, 19.244, -17.721], [-11.942, 20.597, -17.231], [-11.074, 19.714, -16.016], [-8.936, 20.366, -17.456], [-9.546, 21.409, -16.224], [-11.623, 23.108, -17.455], [-11.427, 24.556, -19.767], [-8.440, 21.400, -19.734], [-9.828, 24.173, -21.899], [-9.804, 22.307, -22.041], [-8.403, 23.198, -21.758], [-15.779, 18.702, -21.153], [-14.602, 19.295, -21.956], [-14.522, 18.799, -23.318], [-15.459, 19.091, -24.282], [-15.075, 18.445, -25.429], [-13.912, 17.773, -25.180], [-13.590, 17.958, -23.871], [-13.100, 17.185, -26.156], [-16.043, 19.235, -20.240], [-15.605, 17.680, -20.815], [-16.663, 18.748, -21.789], [-13.607, 19.045, -21.589], [-14.787, 20.367, -22.024], [-16.183, 19.863, -24.065], [-15.652, 18.439, -26.342], [-12.662, 17.626, -23.430], [-12.424, 16.462, -25.698], [-12.590, 17.989, -26.686], [-13.661, 16.659, -26.928], [-15.389, 35.601, -18.854], [-14.885, 34.358, -18.164], [-15.912, 33.197, -18.013], [-16.464, 32.780, -19.337], [-17.182, 31.399, -19.301], [-18.188, 31.108, -20.409], [-19.577, 31.695, -19.970], [-19.380, 31.828, -18.465], [-18.121, 31.098, -18.129], [-16.108, 30.240, -19.297], [-15.750, 35.394, -19.861], [-14.544, 36.280, -18.964], [-16.231, 36.139, -18.417], [-14.468, 34.678, -17.209], [-13.980, 34.036, -18.680], [-16.719, 33.560, -17.376], [-15.352, 32.419, -17.496], [-15.737, 32.755, -20.149], [-17.283, 33.455, -19.584], [-18.270, 30.021, -20.379], [-17.739, 31.640, -21.248], [-20.354, 30.946, -20.125], [-19.841, 32.636, -20.452], [-20.122, 31.357, -17.820], [-19.277, 32.869, -18.159], [-18.290, 30.022, -18.128], [-17.741, 31.432, -17.163], [-15.636, 30.412, -18.330], [-15.373, 30.372, -20.091], [-16.546, 29.242, -19.272], [-21.598, 27.027, -30.301], [-22.177, 25.802, -29.473], [-23.674, 25.752, -29.750], [-21.560, 24.448, -30.000], [-22.062, 26.081, -27.951], [-20.582, 26.212, -27.499], [-20.049, 24.950, -27.120], [-20.511, 26.967, -30.261], [-21.928, 28.019, -29.992], [-21.916, 26.900, -31.336], [-24.048, 24.769, -29.461], [-23.821, 25.879, -30.822], [-24.241, 26.501, -29.199], [-21.616, 24.542, -31.084], [-22.117, 23.649, -29.512], [-20.517, 24.381, -29.690], [-22.632, 25.378, -27.344], [-22.538, 27.038, -27.736], [-20.618, 26.792, -26.577], [-19.842, 26.738, -28.102], [-19.224, 25.042, -26.639]],
  "atomic_forces_ev_per_a": [[0.11, -0.02, -0.20], [-0.03, 1.05, 0.29], [-0.45, 0.07, 0.13], [0.23, 3.37, 0.60], [0.30, 1.76, 1.41], [1.23, -3.60, 0.36], [0.37, -3.12, -1.92], [-1.20, -1.10, -1.96], [-1.23, 1.09, 1.16], [0.28, -0.28, -0.05], [-0.10, -0.33, 0.16], [0.02, 0.18, -0.15], [-0.12, 0.18, -0.11], [-0.06, 0.26, 0.09], [0.08, 0.18, 0.10], [-0.08, -0.37, -0.39], [0.10, -0.18, -0.16], [0.53, 0.44, 0.20], [-0.19, 0.02, -0.20], [0.38, 0.38, 0.50], [-0.68, -0.60, 0.03], [0.43, -0.93, 0.54], [1.36, 0.97, -1.65], [-0.41, 1.99, -1.54], [1.18, -3.88, 1.40], [0.22, -0.61, 1.98], [-2.51, 1.89, 1.05], [0.76, 0.19, -1.26], [-0.15, -0.04, 0.06], [0.05, 0.16, -0.03], [0.17, -0.11, -0.10], [0.06, 0.16, -0.12], [-0.04, 0.78, -0.38], [0.27, -0.17, 0.10], [0.35, -0.06, -0.19], [-0.17, -0.01, 0.06], [-0.39, -0.45, -0.20], [-0.69, 0.53, -0.37], [0.24, 0.22, 0.67], [0.16, -0.39, -0.19], [-0.08, -0.11, 0.83], [0.50, -1.54, -1.83], [0.97, -0.11, -0.16], [-1.20, 0.83, 0.59], [-1.49, 0.97, 2.89], [-1.18, 1.27, -0.63], [1.29, -0.95, -1.73], [0.42, 0.45, -0.19], [0.02, -0.12, -0.39], [-0.08, -0.22, 0.07], [-0.20, 0.45, 0.72], [0.53, 0.08, -0.02], [-0.30, -0.39, -0.25], [0.55, -0.19, -0.18], [-0.25, -0.08, 0.15], [0.14, 0.25, -0.14], [0.47, -0.21, 0.11], [-0.33, -0.06, 0.33], [-0.18, 0.34, -0.92], [-0.08, 0.11, 0.21], [1.34, 0.93, 0.70], [-1.77, -0.83, -0.14], [0.59, -2.75, 0.55], [-0.02, 1.62, 0.17], [0.76, -0.67, 0.29], [-0.21, 0.47, 0.87], [0.75, 0.85, 0.30], [-0.29, 1.80, 0.97], [0.19, -0.13, -0.29], [-0.21, 0.21, 0.02], [0.18, -0.14, 0.62], [-0.43, -0.36, 0.40], [-0.13, -0.41, -0.35], [-0.02, -0.19, 0.14], [-0.30, -0.30, 0.00], [-0.05, -0.19, 0.04], [0.20, 0.18, -0.36], [0.27, 0.20, -0.92], [-0.38, -0.90, -0.67], [0.05, 0.17, -0.50], [0.05, -0.20, 0.00], [-0.51, 0.35, -0.34], [-0.17, 0.05, 0.02], [0.25, 0.03, 0.00], [0.40, -0.25, -0.17], [0.36, -0.28, -0.17], [-0.34, 0.03, -0.07], [-0.30, 0.35, -0.32], [0.13, -1.48, 0.22], [-0.79, 1.17, -0.05], [0.18, -0.48, -0.41], [-0.07, 1.86, 0.98], [2.01, 0.42, -0.86], [-0.10, -0.49, 1.84], [-0.53, -0.66, -0.78], [-0.16, 0.00, 0.08], [-0.30, -0.42, 0.60], [-0.01, -0.23, 0.12], [0.08, 0.07, 0.03], [-0.08, -0.03, 0.12], [0.42, 0.16, -0.05], [-0.28, -0.50, 0.16], [-0.05, 0.05, -0.47], [-0.10, 0.22, 0.07], [0.37, -0.54, -0.38], [-0.02, 0.12, -0.59], [-0.29, 0.41, 0.05], [-0.61, 0.13, -0.78], [0.06, 0.21, 0.10]],
  "total_energy_ev": -50919.60043,
  "charge": 4,
  "multiplicity": 1,
  "e_homo_ev": -12.774,
  "gap_ev": 5.99
}

---

{
  "formula": "C32H68BN3O3Si",
  "method": "wB97M-V/def2-TZVPD",
  "symbols": ["C", "C", "C", "Si", "C", "C", "C", "C", "C", "C", "C", "C", "C", "C", "C", "C", "C", "C", "C", "C", "C", "C", "C", "C", "C", "B", "O", "N", "C", "C", "H", "H", "H", "H", "H", "H", "H", "H", "H", "H", "H", "H", "H", "H", "H", "H", "H", "H", "H", "H", "H", "H", "H", "H", "H", "H", "H", "H", "H", "H", "H", "H", "H", "H", "H", "H", "H", "H", "H", "H", "H", "H", "H", "H", "H", "H", "H", "H", "H", "H", "H", "H", "H", "H", "C", "O", "N", "C", "C", "H", "H", "H", "H", "H", "H", "H", "C", "O", "N", "C", "C", "H", "H", "H", "H", "H", "H", "H"],
  "coordinates": [[-1.183, -2.189, -0.686], [-0.633, -3.278, -1.578], [-0.872, -3.237, -3.228], [-2.644, -3.789, -3.761], [-3.717, -4.090, -2.143], [-5.187, -4.724, -2.537], [-6.228, -5.123, -1.536], [-3.546, -2.529, -4.936], [-3.345, -0.945, -4.470], [-2.012, -0.241, -5.145], [-1.451, 0.841, -4.013], [-0.850, 2.225, -4.678], [0.490, 2.768, -3.875], [0.150, 3.877, -2.713], [1.247, 5.128, -2.867], [1.410, 6.002, -1.486], [2.927, 5.870, -0.796], [2.951, 4.446, 0.040], [4.222, 3.457, -0.403], [4.179, 2.049, 0.431], [5.363, 1.851, 1.544], [5.990, 3.233, 2.161], [4.945, 4.135, 3.051], [3.739, 3.270, 3.762], [2.777, 4.397, 4.538], [-2.429, -5.497, -4.717], [-3.716, -6.081, -5.227], [-1.065, -6.150, -4.874], [-0.748, -6.496, -6.312], [-0.918, -7.355, -3.947], [-1.519, -2.362, 0.422], [-1.330, -1.129, -1.182], [-0.056, -4.143, -1.020], [-0.671, -2.126, -3.558], [-0.035, -3.888, -3.776], [-3.787, -3.018, -1.631], [-3.067, -4.792, -1.441], [-5.484, -4.891, -3.679], [-6.349, -6.194, -1.071], [-6.998, -4.301, -1.153], [-3.151, -2.691, -6.045], [-4.699, -2.833, -4.954], [-3.275, -0.884, -3.293], [-4.271, -0.303, -4.836], [-2.351, 0.322, -6.139], [-1.141, -1.007, -5.370], [-0.661, 0.277, -3.344], [-2.388, 1.163, -3.349], [-0.602, 2.055, -5.809], [-1.684, 3.077, -4.635], [1.064, 1.883, -3.367], [1.193, 3.249, -4.693], [-0.953, 4.321, -2.802], [0.221, 3.434, -1.609], [2.282, 4.709, -3.244], [0.827, 5.785, -3.769], [1.209, 7.138, -1.789], [0.562, 5.717, -0.697], [3.077, 6.751, -0.041], [3.679, 5.886, -1.695], [1.978, 3.852, -0.316], [2.843, 4.563, 1.200], [5.254, 4.008, -0.412], [3.994, 3.178, -1.541], [3.084, 1.921, 0.840], [4.327, 1.181, -0.375], [4.910, 1.137, 2.388], [6.226, 1.236, 1.043], [6.858, 2.901, 2.909], [6.522, 3.926, 1.362], [4.536, 5.092, 2.466], [5.589, 4.589, 3.947], [4.242, 2.648, 4.645], [3.117, 2.601, 3.031], [2.324, 5.148, 3.730], [3.411, 5.073, 5.289], [1.933, 3.894, 5.187], [-3.689, -7.088, -5.165], [0.387, -6.860, -6.366], [-1.403, -7.354, -6.768], [-0.778, -5.506, -6.974], [-1.495, -8.267, -4.448], [-1.356, -7.087, -2.871], [0.212, -7.724, -3.844], [-0.487, 3.602, 7.258], [0.496, 4.072, 6.700], [-0.721, 2.260, 7.468], [-1.913, 1.783, 8.139], [0.254, 1.295, 7.005], [-1.291, 4.248, 7.649], [-1.617, 1.225, 9.032], [-2.462, 1.125, 7.459], [-2.559, 2.615, 8.433], [1.215, 1.500, 7.488], [0.374, 1.401, 5.923], [-0.067, 0.277, 7.242], [-1.356, -2.169, 6.385], [-1.775, -1.020, 6.439], [-1.160, -2.895, 5.230], [-0.659, -4.254, 5.252], [-1.462, -2.282, 3.954], [-1.095, -2.729, 7.298], [0.276, -4.296, 4.686], [-1.400, -4.911, 4.787], [-0.474, -4.589, 6.276], [-0.850, -1.382, 3.837], [-2.517, -1.994, 3.938], [-1.257, -2.975, 3.134]],
  "atomic_forces_ev_per_a": [[1.42, -2.62, -3.13], [-1.71, 3.13, 2.35], [2.70, 0.94, 1.37], [-0.54, 1.00, 0.69], [-1.19, 1.57, -0.12], [-0.75, -0.63, 0.68], [0.49, 1.14, -0.27], [-0.58, 0.76, -0.75], [-0.07, -0.32, -0.74], [-0.29, 0.52, 0.92], [-0.81, 0.37, -0.58], [0.13, -0.03, 0.51], [-0.54, 0.18, -0.31], [0.52, 0.55, 0.20], [-0.80, -0.37, -0.18], [-0.05, 1.07, -0.28], [-1.60, -0.53, 0.13], [-0.11, -0.86, -1.13], [-1.20, -0.01, -0.75], [0.32, -0.29, -1.15], [-0.33, -0.27, -0.07], [0.49, -0.19, 0.90], [0.44, 0.13, 0.55], [0.39, 1.71, 1.33], [0.11, 0.02, -0.17], [-1.39, -2.24, -1.36], [2.97, -0.85, 1.41], [-0.89, -1.25, -0.31], [1.37, 0.10, -0.50], [0.03, -0.60, -0.24], [1.37, 0.42, -2.20], [-0.32, -2.39, 1.06], [-1.74, 1.39, -1.48], [-0.46, -2.00, 0.67], [-1.91, 1.29, 1.23], [0.14, -2.19, -0.69], [-1.88, 1.31, -1.20], [1.76, -1.17, 2.46], [-0.85, 1.65, -2.44], [2.86, -1.34, 0.73], [-0.86, 0.48, 2.23], [2.38, 0.69, 0.05], [-0.17, -0.13, -2.35], [1.85, -1.35, 0.97], [0.91, -1.29, 2.14], [-1.94, 1.48, 0.26], [-1.53, 1.30, -1.24], [2.15, -0.83, -1.24], [-0.36, 0.21, 2.14], [1.81, -1.88, -0.12], [-1.06, 1.57, -1.14], [-1.32, -0.85, 1.80], [2.40, -0.99, 0.01], [-0.06, 0.77, -2.48], [-1.98, 0.71, 0.96], [1.00, -1.22, 2.04], [0.52, -2.35, 0.81], [1.91, 0.51, -1.71], [-0.06, -1.55, -1.67], [-1.17, 0.01, 1.99], [2.10, 1.16, 0.88], [0.43, -0.04, -2.24], [-1.97, -1.07, 0.30], [0.54, 0.71, 2.35], [2.23, 0.26, -0.52], [-0.40, 1.77, 1.81], [1.18, 1.76, -1.60], [-1.55, 1.27, 0.93], [-1.82, 0.61, -1.64], [-1.22, -1.64, 1.47], [0.73, -2.31, 1.10], [-1.46, -0.89, -1.90], [-1.15, 0.93, -2.15], [1.27, 1.32, 1.45], [0.79, -1.70, 1.74], [-1.16, -1.59, -1.70], [1.71, 1.12, -1.58], [0.08, 1.87, -0.53], [-2.41, 0.71, 0.16], [0.99, 1.62, 0.74], [-0.23, -2.24, 1.39], [0.95, 1.57, 1.37], [0.95, -0.71, -2.37], [-2.38, 1.10, -0.21], [0.17, -0.96, -0.02], [-0.65, -0.50, 0.45], [0.09, 1.59, -0.13], [0.00, -0.10, -0.18], [0.32, 0.12, -0.03], [-0.03, -0.12, 0.03], [-0.22, -0.03, -0.01], [-0.03, -0.01, 0.27], [0.20, -0.03, -0.06], [0.02, -0.06, -0.16], [0.11, -0.16, 0.10], [-0.06, 0.39, -0.06], [-0.05, -0.18, -0.89], [0.18, -0.82, -0.32], [-0.13, 0.61, 1.42], [-0.06, 0.14, -0.12], [-0.12, 0.34, 0.08], [0.03, -0.08, -0.10], [-0.04, -0.21, 0.07], [0.17, -0.13, 0.06], [-0.06, 0.13, -0.15], [-0.16, -0.06, -0.16], [0.14, 0.05, -0.17], [0.00, 0.06, 0.24]],
  "total_energy_ev": -53437.56719,
  "charge": 0,
  "multiplicity": 1,
  "e_homo_ev": -6.992,
  "smiles": "C=CC[Si](CC=C)(CCCCCCCCCCCCCCCCCC)B(O)N(C)C.CN(C)C=O.CN(C)C=O",
  "gap_ev": 6.35
}